P.
{"formula": "C4H6ClFN2", "method": "ωB97M-V/def2-TZVPD", "elements": ["C", "C", "C", "C", "H", "H", "H", "H", "H", "H", "N", "N", "F", "Cl"], "xyz": [[-2.30192, -0.89613, 0.41382], [-0.89545, -0.01575, 0.34914], [0.03530, 0.07117, -0.51577], [1.51605, 0.39168, -0.44957], [-2.02829, -1.84836, 0.96865], [-2.52421, -1.15689, -0.66893], [-3.09413, -0.21744, 0.99142], [1.37498, 2.00890, 0.62809], [3.03874, 1.14504, 0.73106], [1.65506, -0.52548, -2.14230], [1.95730, 0.86072, 0.80297], [2.12807, 0.00188, -1.49465], [-0.21319, -0.49363, -1.58915], [-0.64832, 0.67432, 1.97523]], "mulliken_charge": [-0.8904, 0.3612, 0.3858, 0.1737, 0.2725, 0.2646, 0.3023, 0.3328, 0.3384, 0.3177, -0.6061, -0.7422, -0.3034, -0.2069], "e_lumo_ev": 0.5, "total_charge": 0, "gap_ha": 0.364}

Q.
{"formula": "C4H6ClFN2", "method": "ωB97M-V/def2-TZVPD", "elements": ["C", "C", "C", "C", "H", "H", "H", "H", "H", "H", "N", "N", "F", "Cl"], "xyz": [[0.87693, 0.17775, 1.45821], [-1.38948, 0.55506, 0.48824], [-0.27571, -0.49548, -1.19826], [0.17223, -0.68028, -2.47583], [1.21600, 0.36671, 2.56548], [1.47776, 1.18850, 0.75257], [1.20695, -0.89260, 1.06827], [-0.83103, 0.95179, 2.40529], [-2.23594, 1.09027, 0.93574], [0.09527, -1.29020, -0.49620], [-0.50571, 0.34970, 1.56459], [-1.32702, 0.29619, -0.79153], [0.03182, 0.15347, -3.46160], [1.48793, -1.77087, -2.81496]], "mulliken_charge": [-0.6504, 0.1317, -0.1136, 0.3027, 0.2973, 0.2170, 0.1935, 0.2923, 0.3031, 0.2924, -0.2654, -0.5936, -0.2086, -0.1984], "e_lumo_ev": 0.5, "total_charge": 0, "gap_ha": 0.320}

The structure with the least stability is P.

P.
{"formula": "C5H15N2", "method": "ωB97M-V/def2-TZVPD", "elements": ["N", "C", "C", "C", "N", "C", "C", "H", "H", "H", "H", "H", "H", "H", "H", "H", "H", "H", "H", "H", "H", "H"], "xyz": [[1.59977, 0.48271, 1.58238], [1.74380, 0.54110, 0.11258], [3.21168, 0.50133, -0.25127], [1.03616, -0.67405, -0.51524], [-0.32787, -0.78016, -0.10717], [-1.04712, -1.77882, -0.83765], [-3.88195, 1.15577, 0.47007], [-3.65723, 0.44825, -0.32098], [0.71714, 0.02948, 1.80026], [1.54544, 1.41451, 1.97217], [1.22251, 1.41446, -0.29557], [3.36681, 0.65505, -1.32299], [3.58868, -0.48014, 0.03381], [3.77136, 1.25177, 0.29817], [1.56940, -1.57753, -0.16030], [1.14780, -0.64523, -1.60512], [-0.77227, -2.79156, -0.52305], [-0.88486, -1.70609, -1.92038], [-2.11688, -1.66068, -0.65701], [-4.95245, 1.29302, 0.60294], [-3.45063, 0.78711, 1.40072], [-3.42929, 2.11971, 0.24362]], "mulliken_charge": [-0.7540, 0.5681, -1.3336, -0.8961, -0.2271, -0.8596, -0.8930, 0.1373, 0.2635, 0.2392, 0.2785, 0.3544, 0.3464, 0.3474, 0.3580, 0.4067, 0.3243, 0.3408, 0.2425, 0.2982, 0.2258, 0.2326], "e_lumo_ev": [1.0, -0.2], "total_charge": 0, "gap_ha": [0.377, 0.330], "multiplicity": 2}

Q.
{"formula": "C5H15N2", "method": "ωB97M-V/def2-TZVPD", "elements": ["N", "C", "C", "N", "C", "C", "C", "H", "H", "H", "H", "H", "H", "H", "H", "H", "H", "H", "H", "H", "H", "H"], "xyz": [[-0.59539, 1.11395, 1.83254], [-1.25726, 2.00155, 0.90591], [-1.20415, 1.40246, -0.52998], [0.17301, 0.79414, -0.57741], [0.04185, -0.61464, -0.75118], [1.48790, -1.16433, -0.45614], [1.34072, -2.69198, -0.60525], [0.73666, 1.21605, -1.33521], [-1.24474, 0.44727, 2.13628], [-0.53587, 1.48614, 2.73561], [-0.53744, 2.83574, 0.94395], [-2.21177, 2.28940, 1.43854], [-1.45606, 2.14949, -1.19223], [-1.99899, 0.66326, -0.62387], [0.51325, 0.74325, 0.34873], [-0.68075, -1.14173, -0.13607], [-0.26867, -0.88125, -1.78692], [2.34756, -0.80009, -1.10293], [1.76628, -0.82141, 0.63065], [0.63892, -3.01001, 0.33068], [0.68525, -2.76218, -1.52096], [2.25969, -3.25510, -0.68474]], "mulliken_charge": [-0.5223, -0.8650, -1.1286, -0.4868, -1.9557, -0.3468, -1.0031, 1.6907, 0.2395, 0.2180, 0.3479, 0.4502, 0.8746, 0.1308, 0.4221, 0.1098, 0.2574, 0.3964, 0.2906, 0.2207, 0.2889, 0.3707], "e_lumo_ev": [0.8, 0.5], "total_charge": 0, "gap_ha": [0.125, 0.416], "multiplicity": 2}

The structure with the least stability is Q.

P.
{"formula": "C5H26N2O7", "method": "ωB97M-V/def2-TZVPD", "elements": ["C", "N", "C", "C", "C", "C", "N", "H", "H", "H", "H", "H", "H", "H", "H", "H", "H", "H", "H", "O", "H", "H", "O", "H", "H", "O", "H", "H", "O", "H", "H", "O", "H", "H", "O", "H", "H", "O", "H", "H"], "xyz": [[0.32377, -1.24213, 2.79855], [0.73729, -0.60067, 1.59672], [-0.00633, -0.81565, 0.37424], [0.34437, -0.25518, -0.72968], [-0.38904, -0.04079, -2.03385], [-1.84134, -0.50628, -2.13019], [-2.10166, -2.01406, -2.19118], [-0.60624, -0.90347, 3.25486], [0.14008, -2.46918, 2.76646], [1.16767, -1.12521, 3.42405], [1.12511, 0.37642, 1.65350], [-0.89543, -1.50433, 0.43385], [1.35963, 0.32677, -0.79180], [0.10042, -0.38023, -2.90952], [-0.27193, 0.98778, -2.34952], [-2.48219, -0.21096, -1.40313], [-2.38545, -0.41918, -3.09875], [-2.10459, -2.31382, -1.29307], [-1.28763, -2.50540, -2.64191], [-1.10118, -3.53050, 0.77006], [-0.41821, -4.14810, 0.46354], [-1.91138, -3.73419, 0.25896], [-1.35634, 3.54147, -0.76118], [-1.46027, 3.59674, 0.17161], [-2.27566, 3.35227, -1.02875], [1.18205, 2.83101, -0.04151], [0.68564, 2.09277, -0.45329], [0.89234, 3.38583, -0.84483], [-2.41768, 2.18967, 1.77333], [-2.89348, 1.76361, 2.57664], [-1.48698, 2.16558, 2.13912], [2.65211, -2.04159, -1.78782], [2.59452, -1.55024, -2.57098], [1.87714, -1.78513, -1.44897], [3.84328, 0.29029, -1.04268], [3.79787, -0.62960, -0.61478], [3.18204, 0.94006, -0.72567], [0.85104, 2.38119, 2.78502], [1.60288, 2.77367, 2.24803], [1.23375, 1.73075, 3.40452]], "mulliken_charge": [-0.9686, -0.0865, -0.3524, -0.3583, -0.1405, -1.1316, -0.6313, 0.2840, 0.1911, 0.5038, 0.2400, 0.1921, 0.1618, 0.3536, 0.3441, 0.6312, 0.3180, 0.2713, 0.2713, -0.6057, 0.3161, 0.2760, -0.5775, 0.3222, 0.2860, -0.6092, 0.1979, 0.3670, -0.6453, 0.2877, 0.2993, -0.6678, 0.3421, 0.2843, -0.6483, 0.3504, 0.3456, -0.6407, 0.3175, 0.3090], "smiles": "CN/C=C/CCN.O.O.O.O.O.O.O", "e_lumo_ev": 0.3, "total_charge": 0, "gap_ha": 0.311}

Q.
{"formula": "C5H26N2O7", "method": "ωB97M-V/def2-TZVPD", "elements": ["C", "N", "C", "C", "C", "N", "C", "O", "H", "H", "H", "H", "H", "H", "H", "H", "H", "H", "H", "H", "H", "H", "O", "H", "H", "O", "H", "H", "O", "H", "H", "O", "H", "H", "O", "H", "H", "O", "H", "H"], "xyz": [[0.91409, -2.28369, 0.96231], [0.58137, -1.66286, -0.34697], [-0.37120, -2.51659, -1.09385], [0.05729, -0.31234, -0.12938], [1.12448, 0.73394, -0.50539], [0.78546, 2.01214, 0.14647], [1.26058, 0.85563, -2.05608], [2.64269, 0.96626, -2.38784], [1.65459, -1.66687, 1.47911], [0.02733, -2.41798, 1.60753], [1.40577, -3.27400, 0.77386], [0.01155, -3.50529, -1.20900], [-1.38891, -2.58127, -0.62679], [-0.43545, -2.09249, -2.13089], [-0.27387, -0.15693, 0.92778], [-0.91257, -0.14116, -0.72574], [2.12367, 0.39798, -0.11326], [1.54947, 2.64959, 0.04397], [-0.05024, 2.46270, -0.23471], [0.84314, 0.00263, -2.60136], [0.81963, 1.77428, -2.43207], [3.12578, 0.15239, -2.16273], [-2.05272, 2.10715, -1.59181], [-1.59030, 1.30946, -1.79430], [-2.84474, 1.97379, -2.11554], [-2.73918, -0.96953, 0.78962], [-2.78590, -0.02228, 0.89195], [-2.32842, -1.27196, 1.59160], [-2.61480, 1.73283, 0.99575], [-2.45556, 1.94921, 0.07582], [-3.33456, 2.22195, 1.27739], [-1.00017, -1.03460, 3.27687], [-0.35484, -1.21368, 3.94153], [-0.85579, -0.10549, 3.08178], [3.28076, -1.49723, -1.54629], [2.46388, -1.61242, -1.12931], [3.33613, -2.17517, -2.18557], [-0.52589, 1.53302, 2.69425], [-1.28995, 1.66001, 2.18088], [0.13540, 1.67326, 2.08151]], "mulliken_charge": [-0.9948, 0.3856, -1.0596, 0.2811, 0.3494, -0.5494, -0.7363, -0.6299, 0.2941, 0.3877, 0.3189, 0.3810, 0.2510, 0.2611, -0.8226, 0.0457, 0.4155, 0.2833, 0.1610, 0.2033, 0.3787, 0.4374, -0.6622, 0.2625, 0.3217, -0.6770, 0.3918, 0.3471, -0.6466, 0.3815, 0.2300, -0.6383, 0.2991, 0.3405, -0.7502, 0.4468, 0.2825, -0.8085, 0.4627, 0.3743], "smiles": "CN(C)C[C@H](N)CO.O.O.O.O.O.O", "e_lumo_ev": 0.1, "total_charge": 0, "gap_ha": 0.329}

The structure with the least stability is P.

P.
{"formula": "C9H7NO2", "method": "ωB97M-V/def2-TZVPD", "elements": ["O", "C", "C", "C", "O", "C", "C", "C", "C", "C", "C", "N", "H", "H", "H", "H", "H", "H", "H"], "xyz": [[-1.88611, -2.28151, 2.35213], [-1.12520, -1.77560, 1.52107], [0.11479, -2.26535, 0.97778], [0.87828, -1.48992, 0.07626], [2.00336, -2.03707, -0.39335], [0.56770, -0.09180, -0.29034], [1.25640, 0.75100, -1.16312], [0.80455, 2.08394, -1.38350], [-0.49020, 2.50398, -0.85921], [-1.28673, 1.64433, -0.13891], [-0.73344, 0.30159, 0.28069], [-1.46012, -0.48311, 1.11215], [0.39397, -3.20073, 1.41367], [2.90140, -1.84495, 0.05164], [2.24035, 0.38232, -1.58595], [1.32026, 2.74448, -2.06384], [-0.83893, 3.51308, -1.32233], [-2.22027, 1.88561, 0.31249], [-2.44008, -0.34029, 1.10266]], "mulliken_charge": [-0.6838, 0.1756, -0.6082, 0.5656, -0.5860, 0.6573, -0.4110, -0.5088, -0.4221, -0.6826, 0.2650, -0.1391, 0.4294, 0.3660, 0.3417, 0.3748, 0.2447, 0.3897, 0.2319], "smiles": "O=c1cc(O)c2ccccc2[nH]1", "e_lumo_ev": -0.1, "total_charge": 0, "gap_ha": 0.302}

Q.
{"formula": "C9H7NO2", "method": "ωB97M-V/def2-TZVPD", "elements": ["O", "C", "C", "C", "O", "C", "C", "C", "C", "C", "C", "N", "H", "H", "H", "H", "H", "H", "H"], "xyz": [[-3.03886, -1.43703, -0.24311], [-1.99543, -0.71938, -0.02543], [-1.96750, 0.72627, 0.46722], [-0.78370, 1.22506, 0.26556], [-0.69833, 2.60729, 0.06094], [0.50588, 0.61633, -0.00577], [1.66339, 1.15425, -0.43351], [2.79538, 0.40684, -0.34810], [2.87729, -1.04609, 0.37300], [1.56645, -1.56865, 0.32390], [0.43246, -0.85084, 0.05870], [-0.78114, -1.35495, -0.38414], [-3.00236, 1.04061, 0.30120], [-1.63621, 3.04148, -0.07142], [1.88536, 2.21702, -0.28619], [3.69135, 1.11910, -0.45974], [3.67246, -1.82308, 0.56202], [1.04574, -2.71956, 0.17686], [-0.85608, -2.41570, -0.12991]], "mulliken_charge": [-0.6656, 0.5099, -1.1208, 0.6781, -0.5612, 0.6822, -0.2592, -0.3832, -0.7068, -0.2270, 0.4337, -0.2868, 0.3466, 0.3408, 0.2527, 0.2822, 0.3416, 0.0511, 0.2917], "smiles": "O=c1cc(O)c2ccccc2[nH]1", "e_lumo_ev": -0.6, "total_charge": 0, "gap_ha": 0.284}

The structure with the least stability is Q.